A 2-piece molecular cluster, C8H16BrClSi overall. Source: the OMol25 dataset; level of theory: ωB97M-V with the def2-TZVPD basis set.

The calculation puts the energy above the lowest of the compared OMol25 structures with the same formula, charge and spin at 2.9284 eV. As for the HOMO-LUMO gap (spin up / spin down): 7.9 / 6.3 eV. Its spin multiplicity is 1. Its electronic energy is -98994.3500 eV.

CARTESIAN COORDINATES (ANGSTROEM)
C 3.514 -1.734 0.772
C 3.277 -0.513 0.290
C -1.875 -1.521 -0.933
C -1.061 -2.170 1.341
C 0.658 2.852 -0.239
C -1.669 2.155 -1.045
C -0.728 -1.520 0.031
C -0.247 1.709 -0.792
Si -0.026 0.181 0.298
Cl -0.232 0.718 2.347
Br 4.410 1.024 0.171
H 4.480 -2.213 1.117
H 2.712 -2.550 0.850
H -2.222 -2.568 -1.259
H -2.887 -1.182 -0.689
H -1.650 -1.079 -1.881
H -1.314 -3.260 1.299
H -2.010 -1.833 1.874
H -0.410 -2.307 2.242
H 0.490 3.908 -0.655
H 0.735 3.060 0.858
H 1.746 2.724 -0.538
H -2.234 2.179 -0.134
H -2.084 1.452 -1.771
H -1.727 3.144 -1.480
H 0.150 -2.149 -0.330
H 0.205 1.494 -1.743

Per-atom Löwdin charges, elementary charge units: C -0.212; C -0.686; C -0.152; C -0.225; C -0.167; C -0.126; C -0.555; C -0.526; Si 0.575; Cl 0.287; Br 0.548; H 0.057; H 0.050; H 0.108; H 0.085; H 0.055; H 0.083; H 0.092; H 0.075; H 0.093; H 0.056; H 0.057; H 0.069; H 0.070; H 0.075; H 0.124; H 0.090

C3H7O4S2 as an isolated structure. Source: the OMol25 dataset; level of theory: ωB97M-V with the def2-TZVPD basis set.

The calculation puts the energy above the lowest of the compared OMol25 structures with the same formula, charge and spin at 1.7578 eV. As for the HOMO-LUMO gap: 8.0 eV. The total charge is -1. Its spin multiplicity is 1. Its electronic energy is -33085.3387 eV.

CARTESIAN COORDINATES (ANGSTROEM)
C -1.818 1.005 0.498
C -0.776 0.273 -0.322
C 0.449 0.295 0.536
O 0.650 -2.540 -0.014
O 1.193 -1.938 -2.487
O 0.486 -0.334 1.590
O 1.734 -0.360 -0.613
S 1.318 2.009 0.760
S 1.742 -1.831 -1.151
H -2.636 1.059 -0.130
H -2.213 0.464 1.338
H -1.292 1.959 0.767
H -0.618 0.792 -1.298
H -1.041 -0.744 -0.300
H 0.557 -1.830 0.820
H 2.265 1.722 0.006

Per-atom Löwdin charges, elementary charge units: C -0.110; C -0.235; C -0.836; O -0.412; O -0.487; O -0.103; O -0.526; S 0.729; S 0.743; H 0.038; H 0.073; H 0.061; H 0.138; H 0.091; H 0.082; H -0.245

C31H46N8O2S2SeV as an isolated structure. Source: the OMol25 dataset; level of theory: ωB97M-V with the def2-TZVPD basis set.

The calculation puts the energy above the lowest of the compared OMol25 structures with the same formula, charge and spin at 0.3671 eV. As for the HOMO-LUMO gap (spin up / spin down): 6.7 / 7.2 eV. As for the expectation value of S²: 3.7594. Its spin multiplicity is 4. Its electronic energy is -161617.2523 eV.

CARTESIAN COORDINATES (ANGSTROEM)
V -0.046 -2.288 -0.771
N 2.469 -1.918 -4.476
C 1.850 -2.168 -3.276
S 0.662 -0.968 -2.797
N 2.200 -3.256 -2.670
N 1.498 -3.516 -1.492
C 1.922 -4.551 -0.859
C 1.374 -5.101 0.364
C 2.139 -6.099 0.987
C 1.715 -6.734 2.134
C 0.469 -6.388 2.662
C -0.315 -5.429 2.066
C 0.110 -4.738 0.907
O -0.659 -3.834 0.389
H 2.439 -0.975 -4.819
H 3.298 -2.457 -4.667
H 2.771 -5.080 -1.294
H 3.090 -6.371 0.544
H 2.324 -7.497 2.600
H 0.109 -6.887 3.555
H -1.282 -5.164 2.474
C 2.323 -1.476 5.201
C 2.401 -2.439 4.024
C 2.196 -1.771 2.703
N 1.200 -2.033 1.942
N 1.223 -1.329 0.760
C 2.224 -0.491 0.685
N 2.411 0.360 -0.351
S 3.258 -0.539 2.070
H 2.464 -2.004 6.143
H 1.351 -0.983 5.232
H 3.087 -0.700 5.140
H 1.629 -3.207 4.083
H 3.362 -2.961 4.012
H 1.869 0.137 -1.193
H 3.338 0.717 -0.505
C -2.199 -3.302 -2.825
C -3.070 -2.441 -1.940
O -2.312 -1.940 -0.838
C -3.140 -1.494 0.248
C -2.348 -1.371 1.527
H -2.821 -3.815 -3.560
H -1.705 -4.079 -2.232
H -1.448 -2.722 -3.357
H -3.895 -3.038 -1.536
H -3.503 -1.595 -2.489
H -3.952 -2.219 0.373
H -3.584 -0.532 -0.039
H -1.863 -2.312 1.773
H -3.032 -1.099 2.335
H -1.592 -0.587 1.464
C -3.359 2.039 -3.573
C -2.814 3.414 -3.216
C -1.465 3.700 -3.867
C -0.316 2.907 -3.265
N 0.026 3.360 -1.924
C -0.284 2.735 -0.757
Se -1.282 1.212 -0.559
N 0.306 3.428 0.249
C 0.247 3.038 1.645
C -0.953 3.633 2.365
C -1.053 3.140 3.806
C -1.415 1.665 3.908
C 0.963 4.529 -0.267
C 1.699 5.536 0.339
C 2.262 6.490 -0.495
C 2.099 6.438 -1.879
C 1.360 5.433 -2.485
C 0.790 4.482 -1.652
H -4.328 1.865 -3.104
H -2.692 1.245 -3.235
H -3.491 1.942 -4.652
H -2.723 3.503 -2.129
H -3.527 4.183 -3.526
H -1.232 4.767 -3.813
H -1.515 3.452 -4.933
H 0.591 2.997 -3.867
H -0.546 1.844 -3.183
H 1.188 3.334 2.114
H 0.197 1.949 1.646
H -1.853 3.341 1.815
H -0.898 4.724 2.330
H -1.802 3.734 4.335
H -0.107 3.329 4.325
H -2.365 1.462 3.411
H -1.508 1.350 4.948
H -0.671 1.020 3.439
H 1.826 5.577 1.412
H 2.842 7.294 -0.062
H 2.558 7.201 -2.493
H 1.233 5.393 -3.558

Per-atom Löwdin charges, elementary charge units: V 0.608; N 0.041; C -0.842; S 0.593; N -0.007; N -0.111; C -0.077; C -0.152; C -0.065; C -0.117; C -0.103; C -0.024; C -0.374; O -0.189; H 0.059; H 0.085; H 0.122; H 0.105; H 0.090; H 0.098; H 0.109; C -0.103; C -0.237; C -0.595; N 0.060; N -0.066; C -0.697; N 0.103; S 1.104; H 0.074; H 0.075; H 0.064; H 0.115; H 0.114; H -0.021; H 0.096; C -0.070; C -0.242; O -0.303; C -0.275; C -0.095; H 0.086; H 0.081; H 0.036; H 0.122; H 0.128; H 0.122; H 0.096; H 0.063; H 0.084; H 0.000; C -0.122; C -0.264; C -0.184; C -0.154; N -0.013; C -0.642; Se 0.798; N -0.023; C -0.176; C -0.190; C -0.256; C -0.105; C -0.143; C -0.006; C -0.091; C -0.089; C -0.007; C -0.144; H 0.073; H 0.028; H 0.075; H 0.085; H 0.105; H 0.105; H 0.118; H 0.129; H 0.059; H 0.131; H 0.075; H 0.105; H 0.114; H 0.106; H 0.107; H 0.075; H 0.072; H 0.058; H 0.110; H 0.102; H 0.102; H 0.111

C27H67N6O13S2 as an isolated structure. Source: the OMol25 dataset; level of theory: ωB97M-V with the def2-TZVPD basis set.

The calculation puts the energy above the lowest of the compared OMol25 structures with the same formula, charge and spin at 0.1081 eV. As for the HOMO-LUMO gap: 7.7 eV. The total charge is -1. Its spin multiplicity is 1. Its electronic energy is -86309.5128 eV.

CARTESIAN COORDINATES (ANGSTROEM)
C -0.541 -2.802 -4.397
C 0.223 -1.604 -4.873
O 1.429 -1.626 -5.003
N -0.556 -0.424 -5.061
C 0.195 0.807 -4.817
S -1.415 -0.377 -6.524
O -1.699 -1.752 -6.845
O -0.601 0.329 -7.466
N -2.681 0.502 -6.160
S -3.932 -0.325 -5.600
O -4.516 0.403 -4.496
O -4.844 -0.707 -6.640
H -0.594 -2.725 -3.315
H -1.555 -2.772 -4.764
H -0.050 -3.707 -4.715
H 0.871 0.621 -3.997
H -0.504 1.577 -4.521
H 0.775 1.123 -5.675
H -3.427 -1.457 -5.060
C -7.539 -4.951 -0.377
O -7.608 -4.339 -1.644
C -8.517 -3.249 -1.740
C -7.819 -1.907 -1.789
N -7.212 -1.557 -0.511
C -6.277 -0.429 -0.551
C -5.091 -0.469 -1.509
O -4.067 -1.393 -1.165
C -4.342 -2.740 -1.479
H -7.041 -5.911 -0.504
H -6.955 -4.361 0.339
H -8.536 -5.127 0.038
H -9.252 -3.285 -0.929
H -9.056 -3.381 -2.682
H -8.554 -1.142 -2.054
H -7.085 -1.951 -2.603
H -6.735 -2.362 -0.133
H -5.881 -0.313 0.462
H -6.852 0.476 -0.770
H -4.617 0.513 -1.466
H -5.384 -0.605 -2.552
H -4.891 -2.838 -2.419
H -4.890 -3.239 -0.672
H -3.384 -3.254 -1.585
C 0.767 3.870 0.748
O 1.319 2.748 1.409
C 0.430 2.063 2.280
C -0.049 0.746 1.706
N -0.964 0.930 0.592
C -1.243 -0.269 -0.205
C -0.083 -1.038 -0.828
O 0.572 -0.396 -1.907
C 1.479 0.624 -1.551
H 1.594 4.456 0.349
H 0.123 3.584 -0.089
H 0.199 4.498 1.441
H -0.414 2.702 2.559
H 0.998 1.846 3.191
H -0.562 0.188 2.497
H 0.846 0.173 1.427
H -0.611 1.652 -0.020
H -1.905 0.034 -1.016
H -1.814 -0.965 0.416
H -0.509 -1.948 -1.256
H 0.652 -1.373 -0.083
H 2.029 0.381 -0.637
H 0.975 1.588 -1.437
H 2.195 0.726 -2.367
C 7.412 7.679 3.007
O 6.889 6.385 3.218
C 6.267 6.182 4.479
C 4.757 6.126 4.379
N 4.179 7.427 4.070
C 2.772 7.412 3.668
C 2.333 6.553 2.486
O 2.756 7.006 1.215
C 4.098 6.719 0.878
H 8.085 7.624 2.154
H 6.631 8.411 2.774
H 7.977 8.027 3.876
H 6.589 6.940 5.200
H 6.614 5.211 4.841
H 4.357 5.779 5.337
H 4.512 5.368 3.625
H 4.720 7.873 3.345
H 2.500 8.444 3.438
H 2.177 7.116 4.538
H 1.242 6.600 2.455
H 2.586 5.493 2.617
H 4.410 5.737 1.244
H 4.779 7.490 1.249
H 4.168 6.719 -0.210
C 5.380 -4.510 1.720
O 4.695 -5.698 2.062
C 4.115 -5.712 3.357
C 2.609 -5.559 3.319
N 2.204 -4.217 2.926
C 0.793 -4.057 2.577
C 0.178 -4.927 1.482
O 0.603 -4.633 0.169
C 1.875 -5.133 -0.194
H 5.996 -4.727 0.849
H 4.696 -3.697 1.455
H 6.030 -4.177 2.534
H 4.574 -4.953 3.999
H 4.342 -6.691 3.787
H 2.211 -5.771 4.316
H 2.224 -6.330 2.639
H 2.768 -3.909 2.147
H 0.660 -3.016 2.274
H 0.202 -4.196 3.489
H -0.894 -4.719 1.487
H 0.281 -6.000 1.687
H 2.063 -6.121 0.234
H 2.673 -4.442 0.092
H 1.894 -5.215 -1.280

These are the Löwdin partial charges, in e, on atoms 1 to 99: C 0.008; C -0.507; O 0.087; N -0.177; C -0.083; S 0.472; O -0.326; O -0.301; N -0.340; S 0.501; O -0.396; O -0.367; H 0.069; H 0.050; H 0.085; H 0.044; H 0.089; H 0.079; H 0.051; C -0.124; O -0.187; C -0.217; C -0.213; N -0.055; C -0.194; C -0.218; O -0.200; C -0.094; H 0.087; H 0.072; H 0.084; H 0.117; H 0.120; H 0.124; H 0.109; H 0.062; H 0.116; H 0.116; H 0.124; H 0.087; H 0.092; H 0.069; H 0.085; C -0.110; O -0.191; C -0.220; C -0.225; N -0.042; C -0.183; C -0.206; O -0.187; C -0.100; H 0.084; H 0.079; H 0.082; H 0.120; H 0.118; H 0.121; H 0.100; H 0.068; H 0.117; H 0.114; H 0.106; H 0.106; H 0.088; H 0.078; H 0.088; C -0.117; O -0.188; C -0.218; C -0.216; N -0.052; C -0.196; C -0.239; O -0.182; C -0.096; H 0.088; H 0.073; H 0.086; H 0.120; H 0.121; H 0.123; H 0.105; H 0.066; H 0.120; H 0.117; H 0.118; H 0.109; H 0.091; H 0.070; H 0.090; C -0.113; O -0.189; C -0.221; C -0.220; N -0.050; C -0.195; C -0.228; O -0.184